ORCA calculation (the ωB97M-V functional and the def2-TZVPD basis) on a structure of composition H8NaO4.

Calculated values
**Energy**: -12730.6130 eV
**Net charge**: +1
**Orbital gap**: 9.581 eV

Each line ends with the Löwdin charge.
Positions of all 13 atoms, in Å:
Na  0.70  1.30  -1.13  0.968
O  2.34  0.23  2.77  -0.060
H  1.74  0.40  3.50  0.033
H  3.04  -0.29  3.15  0.036
O  -2.63  -1.81  -0.52  -0.059
H  -2.40  -2.42  -1.22  0.029
H  -3.15  -2.34  0.09  0.037
O  -2.26  4.34  0.03  -0.062
H  -2.31  5.27  -0.18  0.035
H  -3.05  4.18  0.55  0.035
O  2.49  -2.60  -2.35  -0.061
H  2.15  -3.39  -1.94  0.033
H  3.32  -2.87  -2.74  0.036

ORCA calculation (the ωB97M-V functional and the def2-TZVPD basis) on a cluster of 4 separate species, H8O3S2 in total at a distorted geometry.

Calculated values
**Energy**: -27933.3772 eV
**Net charge**: +1
**Multiplicity**: 2
**<S²>**: 0.755
**Orbital gap (alpha / beta)**: 9.325 / 5.065 eV

Each line ends with the Löwdin charge.
Positions of all 13 atoms, in Å:
S  -2.55  -0.40  -1.13  0.575
S  -1.20  -1.28  -2.24  0.575
H  -2.82  -1.44  -0.31  -0.093
H  -0.07  -0.56  -2.05  -0.090
H  -0.40  -1.20  1.96  0.052
H  -0.13  -2.50  1.19  0.059
O  -0.43  -1.59  1.08  -0.083
H  -0.05  2.18  -1.92  0.021
H  0.57  2.76  -0.61  0.049
O  0.73  2.16  -1.35  -0.058
H  2.56  0.85  1.21  0.039
H  1.62  0.12  2.08  -0.005
O  2.17  0.90  2.09  -0.040

ORCA calculation (the ωB97M-V functional and the def2-TZVPD basis) on a cluster of 4 separate species, H8O4 in total.

Calculated values
**Energy**: -8319.4413 eV
**SMILES**: O.O.O.O
**Orbital gap**: 11.847 eV

Each line ends with the Löwdin charge.
Positions of all 12 atoms, in Å:
O  -0.46  -1.06  -0.23  -0.060
H  -0.88  -0.96  0.63  0.032
H  0.00  -0.23  -0.37  0.029
O  3.70  -2.90  -0.01  -0.062
H  3.67  -2.96  0.95  0.031
H  4.07  -2.03  -0.18  0.031
O  -5.47  -0.28  0.15  -0.064
H  -4.86  0.04  -0.53  0.032
H  -6.31  0.12  -0.08  0.032
O  2.19  4.01  -0.09  -0.063
H  2.95  4.33  0.43  0.033
H  1.63  3.59  0.57  0.030